The molecule C6H12O. Source: the Open Molecules 2025 dataset; level of theory: the ωB97M-V functional and the def2-TZVPD basis.

```
19
Properties=species:S:1:pos:R:3:forces:R:3
C 0.640075 0.674276 1.909243 0.0 0.0 0.0
C 0.218625 -0.093088 0.658536 0.0 0.3 -0.1
O 0.312381 -1.498308 0.911895 -0.1 -0.1 0.2
C -1.185279 0.206202 0.110662 0.0 0.0 0.0
C -1.152062 -0.414345 -1.293530 -0.1 0.0 0.0
C 0.285395 -0.161561 -1.805675 0.0 0.0 -0.1
C 1.108164 0.214549 -0.554201 0.1 0.0 0.0
H -0.147161 0.686684 2.672442 0.1 -0.1 -0.1
H 0.900668 1.711330 1.677348 -0.1 -0.1 0.0
H 1.522634 0.189681 2.339536 -0.1 0.1 -0.1
H -0.317981 -1.690199 1.620841 0.2 -0.1 -0.2
H -1.974097 -0.219254 0.745264 0.1 0.1 -0.1
H -1.349141 1.290945 0.063896 0.1 -0.1 0.0
H -1.327145 -1.491307 -1.213207 0.0 0.2 0.0
H -1.916731 0.000036 -1.957706 0.1 -0.1 0.1
H 0.304054 0.652904 -2.538234 0.0 -0.1 0.1
H 0.692884 -1.044550 -2.305940 -0.1 0.1 0.1
H 1.316647 1.290954 -0.556769 0.0 -0.2 0.0
H 2.068067 -0.304951 -0.484403 -0.1 0.0 0.0
```
Positions in Å, forces in eV/Å.

Computed properties:
Orbital gap (eV): 11.1408
ΔE to the lowest compared entry with this formula, charge and spin (kJ/mol): 5.15
E_LUMO (Ha): 0.03496
2S+1: 1
E_tot (eV): -8464.3005